1.
Molecular formula: C38H63N3O2Ta
Method: DFT, ωB97M-V/def2-TZVPD

```
107
Properties=species:S:1:pos:R:3:forces:R:3:mulliken_charge:R:1
Ta 2.199 -0.366 -1.259 -0.03 0.32 -1.40 1.17
C 4.541 -1.987 -1.263 0.34 0.55 1.12 -0.91
N 4.521 -0.477 -1.135 -1.31 -1.37 0.17 -0.15
C 5.277 0.193 -2.208 -0.23 0.33 0.44 -0.95
C 4.911 -0.028 0.196 0.29 1.16 -0.08 -1.14
C 4.133 -0.631 1.319 -0.10 0.66 0.40 -0.99
N 2.678 -0.447 1.116 -0.56 -0.44 0.35 1.64
C 1.980 -1.646 1.628 -0.43 -0.98 0.75 -2.07
C 0.493 -1.816 1.457 -0.25 0.90 -0.76 1.14
C -0.305 -2.000 2.550 1.35 0.40 1.89 -0.56
C -1.660 -2.218 2.447 -1.03 -0.38 -0.65 -0.55
C -2.196 -2.163 1.172 0.65 0.29 -0.06 -0.50
C -1.468 -1.894 0.005 -0.26 -0.85 0.72 0.50
C -0.091 -1.802 0.174 -0.28 0.68 0.77 0.12
O 0.704 -1.510 -0.872 1.40 -0.08 -0.37 -1.49
C -2.250 -1.830 -1.298 -1.65 0.26 0.99 2.56
C -3.301 -0.680 -1.184 1.24 -0.58 0.13 -2.01
C -1.374 -1.589 -2.456 0.64 1.27 -0.86 -1.86
C -2.985 -3.150 -1.570 -0.19 -1.11 0.71 -1.81
C -2.521 -2.713 3.591 -0.19 -0.64 0.48 2.07
C -2.412 -1.789 4.786 -1.44 -0.33 1.03 -1.55
C -4.055 -2.745 3.281 0.23 0.02 -0.19 -1.82
C -1.940 -4.154 3.926 -0.18 0.28 -1.15 -1.62
C 2.224 0.768 1.827 -0.28 0.34 0.56 -1.71
C 0.934 1.388 1.402 -0.35 0.20 0.62 1.22
C -0.021 1.736 2.364 0.65 -1.05 0.45 -0.80
C -1.210 2.305 2.013 0.08 1.45 0.98 0.04
C -1.272 2.857 0.740 -1.76 0.07 0.04 -0.93
C -0.333 2.665 -0.226 1.56 -0.16 -1.40 0.42
C 0.789 1.844 0.118 -1.29 0.24 -0.57 -0.22
O 1.700 1.423 -0.824 0.15 0.52 -0.36 -1.37
C -0.447 3.397 -1.604 0.47 -0.50 0.77 1.99
C -0.418 2.393 -2.816 -0.71 0.63 1.18 -1.37
C -1.756 4.170 -1.663 -0.68 -0.47 -1.46 -2.20
C 0.689 4.477 -1.698 -1.09 -0.73 -1.07 -1.72
C -2.357 2.415 3.045 0.48 0.99 -0.59 2.74
C -3.153 3.746 3.063 0.04 -1.79 -0.27 -1.76
C -3.278 1.309 2.609 -0.57 -0.94 -0.34 -1.43
C -1.826 2.119 4.425 -0.90 0.01 1.04 -2.19
H 5.193 -2.513 -0.521 -0.34 0.65 -0.67 0.36
H 4.782 -2.257 -2.259 0.42 -0.24 -0.83 0.37
H 3.536 -2.382 -1.105 -0.39 -0.31 0.23 0.36
H 6.335 0.137 -1.985 0.37 -0.01 -0.10 0.43
H 4.980 1.245 -2.341 0.00 -0.41 0.31 0.25
H 5.025 -0.338 -3.098 0.12 -0.12 -0.72 0.22
H 4.696 1.031 0.178 0.09 0.57 0.13 0.58
H 5.983 -0.109 0.345 0.29 -0.31 0.08 0.47
H 4.439 -0.173 2.261 0.02 0.21 -0.01 0.46
H 4.394 -1.650 1.450 -0.14 -1.22 -0.08 0.52
H 2.227 -1.857 2.705 -0.03 0.42 -0.85 0.47
H 2.357 -2.462 1.046 0.80 -0.75 -0.24 0.73
H 0.246 -1.905 3.523 -0.92 -0.39 -0.69 0.27
H -3.240 -2.330 1.081 -0.68 -0.04 -0.23 0.51
H -2.923 0.294 -0.940 0.75 0.44 0.34 0.12
H -4.096 -0.876 -0.518 -0.76 -0.49 1.01 0.46
H -3.747 -0.562 -2.119 -0.85 0.09 -1.82 0.64
H -0.872 -0.629 -2.241 0.11 -0.43 -0.68 -0.24
H -1.994 -1.446 -3.353 0.32 -0.27 0.06 0.62
H -0.642 -2.399 -2.557 -0.17 0.37 -0.36 0.43
H -3.792 -3.423 -0.834 0.92 0.29 -0.49 0.26
H -2.207 -3.935 -1.587 -0.47 0.03 0.26 0.44
H -3.450 -3.221 -2.557 0.03 0.53 0.01 0.43
H -2.975 -0.876 4.538 0.32 -0.13 0.35 0.30
H -1.408 -1.550 5.018 1.15 0.40 0.33 0.30
H -2.873 -2.239 5.723 0.46 0.45 -1.15 0.48
H -4.471 -1.771 2.925 0.60 -0.52 0.31 0.22
H -4.659 -3.034 4.162 0.57 0.07 -0.30 0.41
H -4.250 -3.464 2.499 -0.27 -0.36 -0.23 0.51
H -0.924 -4.084 4.369 -0.77 0.05 0.10 0.31
H -1.788 -4.779 2.993 -0.43 0.77 0.87 0.31
H -2.665 -4.664 4.559 0.32 -0.16 0.28 0.46
H 2.922 1.539 1.584 1.05 0.42 0.11 0.64
H 2.198 0.640 2.938 0.26 -0.26 -0.79 0.27
H 0.188 1.504 3.411 -0.04 -0.23 -0.47 0.27
H -2.176 3.420 0.478 0.50 -0.26 0.15 0.25
H -1.324 1.768 -2.811 0.23 0.01 0.28 0.35
H 0.453 1.736 -2.823 -0.01 0.40 -0.24 -0.26
H -0.548 3.022 -3.688 0.53 -0.09 -0.55 0.69
H -2.637 3.491 -1.654 0.44 0.38 0.35 0.38
H -1.806 4.614 -2.678 0.04 0.19 0.59 0.46
H -1.847 4.951 -0.908 -0.02 -0.05 -0.10 0.45
H 1.660 4.068 -1.496 0.56 -0.22 -0.05 0.28
H 0.492 5.287 -1.021 -0.08 0.30 0.52 0.44
H 0.638 4.906 -2.717 0.30 -0.21 0.39 0.43
H -3.259 4.093 2.069 -0.22 0.69 -0.98 0.40
H -2.726 4.485 3.683 0.67 0.88 0.60 0.41
H -4.148 3.517 3.431 -0.17 0.09 0.17 0.43
H -3.652 1.389 1.581 0.07 0.36 0.15 0.39
H -4.119 1.251 3.273 -0.70 -0.01 0.37 0.62
H -2.793 0.338 2.653 0.28 -0.11 -0.01 -0.18
H -0.959 2.673 4.752 0.22 0.49 -0.18 0.46
H -1.568 1.096 4.422 0.57 -1.36 0.30 0.34
H -2.571 2.202 5.241 0.02 0.22 -0.63 0.38
C 0.754 -0.332 -4.976 -0.26 0.11 -0.97 -1.23
C 2.212 -0.346 -4.475 -0.29 -0.79 -0.57 1.47
C 2.935 -1.641 -4.867 -1.06 -0.45 -0.71 -1.61
C 2.993 0.826 -5.043 0.60 1.30 0.79 -1.39
N 2.171 -0.398 -3.053 0.38 0.92 1.77 0.56
H 0.728 -0.271 -6.087 0.14 0.23 0.60 0.49
H 0.149 0.505 -4.558 0.62 -0.61 -0.29 0.17
H 0.253 -1.275 -4.763 0.02 0.01 0.36 0.25
H 2.963 -1.762 -5.954 -0.14 -0.14 0.10 0.43
H 2.436 -2.498 -4.388 0.07 0.20 -0.37 0.30
H 3.951 -1.644 -4.539 0.83 0.19 0.34 0.30
H 3.104 0.843 -6.118 -0.22 -0.49 -0.34 0.45
H 4.021 0.849 -4.638 -0.38 -0.06 -0.11 0.23
H 2.550 1.807 -4.800 -0.05 -0.39 0.16 0.28
```
Positions in Å, forces in eV/Å.

Total charge: +1
Energy, a.u.: -1857.3958
Max |F|, eV/Å: 2.4
Molar mass, u: 774.9

=====

2.
Molecular formula: C3H5NOS
Method: DFT, ωB97M-V/def2-TZVPD

```
11
Properties=species:S:1:pos:R:3:forces:R:3:mulliken_charge:R:1
C 0.082 -0.400 0.014 2.00 1.13 0.18 0.52
C 0.528 1.211 -0.049 -1.87 -2.33 0.35 -0.23
C -1.317 -0.942 0.075 0.89 -0.83 -2.48 -1.00
N 1.125 -1.132 -0.022 -0.10 -0.12 0.55 -0.48
O 1.896 1.190 0.155 0.42 1.22 0.67 -0.38
S 2.587 -0.318 0.091 -1.15 -0.59 -0.47 0.13
H 0.298 1.702 -0.974 -0.13 -0.25 -1.20 0.27
H -0.098 1.791 0.640 0.76 -0.14 0.81 0.29
H -1.814 -0.213 -0.520 -1.13 0.25 -0.95 0.30
H -1.848 -0.901 0.974 -0.15 0.01 1.88 0.30
H -1.439 -1.987 -0.384 0.45 1.64 0.66 0.27
```
Positions in Å, forces in eV/Å.

Relative energy (zero: lowest compared OMol25 entry of this formula, charge and spin), kcal per mole: 56.28
Total charge: 0
Structure (SMILES): CC1=NSOC1
Energy, a.u.: -645.4220
Max |F|, eV/Å: 3.0
Molar mass, u: 103.1